Entry from OMol25: a structure of composition C40H25F19GeN4O9SSr (ωB97M-V/def2-TZVPD).

Each line ends with the Mulliken charge.
Element x y z (Å)
Sr -1.53656 0.88978 1.03662  1.537
O -4.62767 1.28797 4.84649  -0.552
C -3.69908 0.78843 4.00911  0.666
O -3.93914 0.51895 2.86187  -0.296
C -2.38207 0.52104 4.70377  -0.947
O -1.47241 -0.03199 3.79738  0.137
C -1.46757 -1.45598 3.75708  -0.592
C -0.86698 -1.84568 2.41655  0.465
O 0.07438 -2.80972 2.43086  -0.512
O -1.48557 -1.50729 1.38912  -0.739
H -5.41181 1.47012 4.31145  0.374
H -2.55815 -0.12617 5.57188  0.537
H -1.99949 1.47527 5.06481  0.226
H -2.49968 -1.83182 3.76827  0.364
H -0.89391 -1.86840 4.58802  0.290
C -3.87609 -1.18863 -1.11249  -1.144
C -3.99741 0.25800 -1.56896  -0.763
N -4.28439 1.19447 -0.47863  1.157
C -5.48817 0.85968 0.28296  -0.830
C -6.77175 0.71989 -0.53893  -1.280
C -4.31610 2.58821 -0.95687  -1.390
C -3.28204 3.45205 -0.24920  -0.863
N -1.99129 2.85891 -0.50332  0.555
C -0.96303 3.51939 -1.01136  -0.931
C 0.15316 2.73372 -1.42750  0.588
F 0.02670 1.38367 -1.27506  0.108
C 1.30549 3.23693 -1.96168  0.182
F 2.28122 2.38564 -2.33733  -0.287
C 1.49278 4.60307 -2.13237  -0.934
C 0.44052 5.40378 -1.72892  0.313
F 0.55928 6.74660 -1.85221  -0.367
C -0.72980 4.91005 -1.19487  0.505
F -1.66639 5.81998 -0.80577  -0.384
H -3.52153 -1.80316 -1.94042  0.415
H -3.16262 -1.30023 -0.29414  0.144
H -4.83329 -1.59499 -0.77972  0.337
H -3.04846 0.57685 -2.00689  0.443
H -4.74972 0.33491 -2.37123  0.403
H -5.30737 -0.05760 0.84106  0.316
H -5.61096 1.64103 1.03700  0.450
H -6.72620 -0.14000 -1.20881  0.259
H -7.62590 0.57647 0.12673  0.460
H -6.96403 1.60733 -1.14481  0.272
H -4.08441 2.60503 -2.02578  0.427
H -5.31958 3.01612 -0.84022  0.386
H -3.39932 4.48848 -0.57278  0.644
H -3.49305 3.44042 0.83178  -0.100
H 2.39951 5.01210 -2.54849  0.486
C 2.66977 1.14152 0.64457  -0.527
C 1.94754 2.00648 1.61063  -0.896
N 0.64433 2.03715 1.82055  0.989
C 0.43186 2.91269 2.85468  0.059
C 1.62796 3.43479 3.27164  -0.376
N 2.56917 2.84518 2.46682  0.107
C 2.06854 4.37676 4.32543  0.528
O 1.13718 4.84977 5.11511  -0.607
O 3.25214 4.62615 4.45086  -0.686
C -0.94438 3.13629 3.39199  0.127
O -1.06082 3.83996 4.43041  -0.970
O -1.88791 2.56307 2.80107  -0.351
H 1.95986 0.63860 -0.00790  -0.234
H 3.22223 0.36831 1.18224  0.351
H 3.36746 1.71574 0.03324  0.518
H 3.55547 3.03440 2.54947  0.281
H 0.20933 4.49249 4.82496  0.419
F 0.56444 -0.74782 -3.51883  -0.216
C 1.70611 -1.28102 -3.98569  0.099
C 2.50308 -2.06671 -3.17271  -0.328
C 3.64898 -2.56255 -3.76539  1.016
F 4.51007 -3.31982 -3.05947  -0.386
C 4.00405 -2.30005 -5.07662  -0.024
F 5.13744 -2.79078 -5.61249  -0.333
C 3.17555 -1.51147 -5.85262  0.823
F 3.49941 -1.24498 -7.12936  -0.337
C 2.01612 -0.99754 -5.30708  -0.221
F 1.21261 -0.23560 -6.06858  -0.334
Ge 1.83984 -2.45226 -1.22554  0.454
S 1.15641 -1.43649 2.67736  -0.253
C 1.81652 -4.49233 -1.69712  -0.489
C 2.76834 -5.48363 -1.53501  0.729
F 3.97666 -5.22566 -1.01444  -0.337
C 2.57285 -6.79714 -1.93627  -0.094
F 3.53273 -7.72479 -1.76895  -0.327
C 1.38167 -7.16270 -2.52791  0.857
F 1.17847 -8.43097 -2.92251  -0.341
C 0.40437 -6.20625 -2.72196  -0.348
F -0.75137 -6.55263 -3.31651  -0.324
C 0.64396 -4.90854 -2.30828  0.203
F -0.33861 -4.01872 -2.55542  -0.299
C 3.65404 -2.37679 -0.25471  0.532
C 4.64896 -1.45234 -0.50439  -0.005
F 4.59562 -0.66413 -1.60040  -0.451
C 5.72122 -1.23731 0.34581  0.284
F 6.66384 -0.31815 0.06341  -0.372
C 5.81685 -1.97457 1.50975  0.680
F 6.84856 -1.78341 2.34929  -0.361
C 4.84131 -2.90989 1.80466  0.258
F 4.94325 -3.63042 2.93186  -0.354
C 3.78586 -3.08164 0.92903  -0.158
F 2.87104 -4.00294 1.25724  -0.510

Forces on atoms 1 to 2 (eV/Å):
Sr -0.3484 -0.0201 -0.0717
O 0.1233 0.1198 0.0426

Results
Energy   -186097.240 eV
LUMO   3.44 eV
Energy above the lowest of the compared OMol25 structures with the same formula, charge and spin   1.893 eV
2S+1   1
Molar mass   1258.92 g/mol
Charge   -2
HOMO   -2.79 eV
Gap between HOMO and LUMO   6.23 eV

---

Entry from OMol25: a structure of composition C40H27Cl2IMoN3P in a non-equilibrium geometry (ωB97M-V/def2-TZVPD).

Each line ends with the Mulliken charge.
Element x y z (Å)
Mo 0.01128 -1.05555 1.41323  -0.427
I -2.68528 -1.08846 1.83151  0.433
C -3.81053 -0.44089 0.11131  -0.129
C -5.15095 -0.63609 0.34124  -0.466
C -6.18290 -0.16957 -0.49839  -0.984
C -5.82163 0.47638 -1.64759  -0.572
C -4.44097 0.68695 -1.91474  0.685
C -4.14803 1.32444 -3.14335  -0.897
C -2.93778 1.80362 -3.52083  -1.226
C -1.83492 1.51614 -2.63080  -0.671
C -2.02191 0.66055 -1.54929  1.411
P -0.50096 0.57353 -0.45116  2.414
C 0.92617 0.22620 -1.52593  0.796
C 2.22342 0.37188 -0.99578  -0.640
C 3.31013 0.02633 -1.80476  -0.370
C 3.17931 -0.52620 -3.10339  -0.984
C 1.89926 -0.79924 -3.51224  -0.775
C 0.77218 -0.41353 -2.75221  -1.029
C -0.33311 2.19932 0.18937  1.200
C 0.44442 3.29173 -0.36408  -0.155
C 0.42621 4.52907 0.29632  -0.879
C -0.47526 4.68660 1.37752  -0.516
C -1.32145 3.66522 1.82728  -0.759
C -1.19434 2.38085 1.25596  -0.324
C -3.33273 0.29935 -1.06412  0.184
H -5.43544 -1.12825 1.25992  0.462
H -7.25450 -0.17536 -0.22514  0.378
H -6.49323 0.73395 -2.50211  0.361
H -4.93551 1.50401 -3.82616  0.397
H -2.79081 2.54994 -4.29076  0.434
H -0.88225 1.84945 -2.90234  0.597
H 2.34189 0.84524 -0.04405  -0.052
H 4.31246 0.09234 -1.34524  0.470
H 4.04367 -0.66979 -3.71619  0.522
H 1.71219 -1.18078 -4.48680  0.588
H -0.20405 -0.56052 -3.20442  0.482
H 1.02200 3.07044 -1.28593  0.369
H 0.91443 5.42390 -0.09988  0.470
H -0.60310 5.62408 1.88789  0.455
H -2.02315 3.84225 2.63144  0.502
H -1.81358 1.60322 1.60131  -0.018
C -1.03635 -3.38376 -2.45820  -0.999
C -1.20541 -2.81101 -1.17346  -0.529
N -0.12035 -2.58701 -0.34718  -0.196
C 1.12445 -2.94805 -0.81138  0.073
C 1.35213 -3.61024 -1.97888  1.370
C 0.22618 -3.76490 -2.79330  -0.913
C 2.60702 -4.06621 -2.34998  -0.778
C 3.68265 -3.97873 -1.50721  -1.043
C 3.45941 -3.31576 -0.22401  1.354
C 4.52953 -3.18240 0.68521  -0.655
C 4.28428 -2.59033 1.90932  -0.927
C 2.98350 -2.08502 2.16644  -0.290
N 1.98538 -2.10447 1.29079  -0.157
C 2.21818 -2.75859 0.07126  0.161
H -1.93603 -3.50822 -3.04740  0.475
H -2.15644 -2.54655 -0.80489  0.723
H 0.30577 -4.09659 -3.83345  0.414
H 2.72187 -4.62975 -3.27818  0.453
H 4.63245 -4.27995 -1.88157  0.507
H 5.46707 -3.61681 0.47893  0.577
H 4.99138 -2.39704 2.66539  0.487
H 2.84893 -1.56951 3.12678  0.389
Cl 2.55548 2.05104 2.27097  -0.168
C 1.55588 1.86222 3.70128  0.876
C 1.60730 2.91994 4.57112  -0.699
C 0.84779 2.94958 5.70497  -0.589
C -0.10753 1.92639 5.89387  -0.632
C -0.24658 0.97499 4.91455  0.840
Cl -1.50983 -0.16550 5.29898  -0.198
C 0.56638 0.91661 3.78887  -0.734
N 0.31269 -0.03147 2.82946  -0.280
H 2.37285 3.66284 4.38104  0.476
H 0.95501 3.78736 6.39504  0.421
H -0.78569 1.96415 6.72818  0.451

Forces on atoms 1 to 2 (eV/Å):
Mo 0.7452 0.4231 1.1993
I -0.7194 -0.0552 -0.3592

Results
Energy   -90664.884 eV
⟨S²⟩   2.06
LUMO (alpha / beta)   -6.04 / -6.63 eV
Energy above the lowest of the compared OMol25 structures with the same formula, charge and spin   0.341 eV
2S+1   3
Molar mass   874.40 g/mol
Charge   +2
HOMO (alpha / beta)   -12.66 / -13.53 eV
Gap between HOMO and LUMO (alpha / beta)   6.62 / 6.90 eV